Molecular formula: C16H36O16Zr
Method: DFT, ωB97M-V/def2-TZVPD

ORCA input file:
```
! wB97M-V def2-TZVPD RIJCOSX def2/J DEFGRID3
* xyz 0 1
Zr -13.569 -28.519 5.832
O -13.105 -24.282 7.497
O -15.445 -28.045 6.700
O -14.509 -29.271 4.076
O -11.218 -31.722 3.563
O -15.239 -31.992 7.990
O -12.014 -30.289 5.081
O -14.161 -24.503 3.330
O -14.629 -26.373 4.453
O -14.372 -30.605 6.482
O -16.257 -25.046 3.744
O -11.958 -27.597 4.765
O -13.921 -25.641 8.945
O -13.355 -26.434 6.919
O -12.534 -29.036 7.639
O -10.758 -31.980 5.724
O -15.508 -32.471 5.904
C -11.858 -30.951 2.543
C -10.064 -33.178 5.326
C -12.311 -24.040 6.332
C -11.577 -29.035 8.627
C -11.355 -26.745 3.892
C -14.853 -31.075 8.999
C -14.343 -26.923 9.415
C -15.231 -32.264 4.530
C -16.705 -28.244 7.129
C -14.981 -25.362 3.933
C -13.449 -25.552 7.726
C -14.580 -23.183 3.051
C -14.997 -31.593 6.753
C -17.192 -26.015 4.177
C -14.776 -29.063 2.756
C -11.402 -31.274 4.810
H -17.377 -26.714 3.359
H -10.282 -26.616 4.127
H -15.645 -30.342 9.170
H -18.108 -25.508 4.455
H -11.781 -29.880 2.713
H -10.587 -28.777 8.227
H -15.294 -22.836 3.797
H -11.402 -27.064 2.834
H -12.885 -31.280 2.423
H -15.366 -26.812 9.766
H -15.636 -28.385 2.594
H -15.383 -33.201 4.001
H -16.773 -26.589 5.005
H -11.845 -28.328 9.432
H -16.880 -29.026 7.895
H -14.675 -31.612 9.925
H -14.226 -31.885 4.360
H -15.893 -31.511 4.106
H -17.134 -27.319 7.564
H -10.769 -33.882 4.895
H -13.687 -22.567 3.100
H -15.038 -23.120 2.067
H -13.656 -27.247 10.194
H -17.420 -28.525 6.327
H -12.435 -24.824 5.584
H -9.265 -32.921 4.635
H -9.631 -33.573 6.238
H -15.023 -29.990 2.202
H -11.481 -30.011 9.137
H -11.261 -24.062 6.623
H -11.327 -31.136 1.607
H -13.936 -28.596 2.206
H -11.776 -25.719 3.888
H -13.952 -30.520 8.726
H -14.330 -27.691 8.643
H -12.622 -23.088 5.920
*
```

## Properties
electronic energy	-1882.24655	Ha
energy relative to the best compared isomer or geometry (same formula, charge and spin)	0.000	eV
LUMO level	0.7	eV
strongest force on any atom	0.0513	hartree/bohr
highest occupied orbital energy	-8.12	eV

---

Molecular formula: C5H6O
Method: DFT, ωB97M-V/def2-TZVPD

ORCA input file:
```
! wB97M-V def2-TZVPD RIJCOSX def2/J DEFGRID3
* xyz 0 1
O 0.553 0.456 1.187
C -0.357 -1.145 -0.241
C 0.701 -0.912 0.834
C -0.417 0.922 0.352
C -0.120 1.239 -1.000
C -0.778 -0.159 -1.059
H 0.577 -1.532 1.724
H 1.706 -1.068 0.409
H -0.780 -2.143 -0.306
H -1.374 1.112 0.827
H -0.661 2.027 -1.507
H 0.950 1.203 -1.220
*
```

## Properties
electronic energy	-269.18305	Ha
energy relative to the best compared isomer or geometry (same formula, charge and spin)	4.441	eV
LUMO level	0.6	eV
strongest force on any atom	0.0143	hartree/bohr
highest occupied orbital energy	-7.90	eV

---

Molecular formula: C12H18CaO11
Method: DFT, ωB97M-V/def2-TZVPD

ORCA input file:
```
! wB97M-V def2-TZVPD RIJCOSX def2/J DEFGRID3
* xyz -2 1
Ca -0.875 0.027 0.637
O -2.260 -1.440 -0.774
O 1.518 -1.304 1.776
O 2.426 0.415 -0.982
O 1.764 1.067 -2.960
O -0.229 -2.107 -0.522
O -2.265 -0.975 2.180
O 1.082 0.835 1.641
O -2.062 1.950 0.371
O -3.891 -2.455 2.528
O -3.965 0.898 0.372
O 0.303 1.030 -1.274
C 3.026 0.433 -3.248
C 3.284 0.206 2.344
C -3.080 -1.588 2.917
C 1.385 0.810 -1.711
C -1.334 -2.184 -1.153
C -3.346 1.978 0.481
C 3.839 1.368 -4.100
C -1.428 -3.179 -2.308
C -4.125 3.104 1.143
C -2.966 -1.342 4.429
C 3.584 0.380 -1.786
C 1.832 -0.127 2.014
H 4.841 1.000 -4.318
H -2.954 -2.299 4.965
H -0.784 -4.014 -2.053
H 4.148 -0.519 -1.552
H -2.503 -3.371 -2.363
H 3.934 2.334 -3.607
H -2.036 -0.860 4.725
H 3.931 -0.654 2.492
H 3.291 1.543 -5.029
H -3.899 -0.884 4.766
H -1.131 -2.721 -3.253
H -5.163 2.814 1.255
H 4.180 1.283 -1.645
H 3.611 0.776 1.473
H -3.560 3.446 2.012
H -4.108 4.025 0.538
H 3.211 0.854 3.222
H 2.773 -0.550 -3.643
*
```

## Properties
electronic energy	-1973.55940	Ha
energy relative to the best compared isomer or geometry (same formula, charge and spin)	0.000	eV
LUMO level	4.0	eV
strongest force on any atom	0.0778	hartree/bohr
highest occupied orbital energy	-1.68	eV

---

Molecular formula: C7H8ClN
Method: DFT, ωB97M-V/def2-TZVPD

ORCA input file:
```
! wB97M-V def2-TZVPD RIJCOSX def2/J DEFGRID3
* xyz 0 1
Cl 3.127 -0.063 -0.014
N -1.908 -1.009 -0.063
C 1.195 1.822 0.010
C -1.226 1.328 0.013
C -0.909 -0.050 -0.036
C 1.469 0.463 0.020
C -0.149 2.229 -0.078
C 0.426 -0.486 -0.131
C 0.741 -1.964 -0.048
H 0.165 -2.510 -0.849
H -1.701 -1.918 0.332
H 2.009 2.531 0.025
H 0.418 -2.350 0.968
H -2.875 -0.725 0.156
H -2.220 1.648 0.070
H 1.783 -2.237 -0.193
H -0.347 3.291 -0.182
*
```

## Properties
electronic energy	-786.49022	Ha
energy relative to the best compared isomer or geometry (same formula, charge and spin)	0.000	eV
LUMO level	0.9	eV
strongest force on any atom	0.0614	hartree/bohr
highest occupied orbital energy	-8.16	eV

---

Molecular formula: C13H44N6O9
Method: DFT, ωB97M-V/def2-TZVPD

ORCA input file:
```
! wB97M-V def2-TZVPD RIJCOSX def2/J DEFGRID3
* xyz 0 1
O -13.707 -12.977 19.513
O -21.915 -19.153 15.498
O -16.623 -16.606 17.039
O -15.867 -17.569 19.816
O -18.261 -21.323 17.203
O -20.139 -12.827 16.387
O -18.358 -16.204 19.207
O -18.120 -15.279 21.714
O -18.694 -11.091 19.257
N -18.797 -13.498 18.806
N -14.456 -16.580 16.322
N -18.290 -19.110 16.707
N -18.361 -12.843 20.779
N -17.132 -19.708 18.417
N -15.526 -18.435 16.145
C -17.927 -20.052 17.501
C -19.705 -13.499 15.238
C -18.716 -14.512 15.786
C -15.574 -17.195 16.475
C -16.479 -18.478 21.916
C -18.539 -12.456 19.586
C -15.499 -14.575 19.472
C -15.498 -17.577 21.156
C -19.404 -17.088 19.235
C -19.167 -15.807 22.497
C -21.500 -16.800 15.975
C -21.823 -18.162 16.560
C -15.024 -13.181 19.807
H -21.026 -18.523 17.219
H -15.541 -12.463 19.100
H -19.249 -15.074 16.549
H -18.867 -16.663 23.062
H -20.581 -16.829 15.361
H -19.964 -17.103 18.251
H -18.170 -12.133 21.495
H -19.995 -16.108 21.790
H -20.133 -16.545 19.849
H -20.486 -14.210 14.861
H -17.979 -14.087 16.357
H -14.440 -17.848 21.313
H -21.060 -19.523 15.311
H -19.275 -18.197 19.477
H -18.678 -19.313 15.762
H -14.983 -17.481 19.330
H -17.942 -18.142 16.770
H -21.366 -16.211 16.854
H -13.338 -12.259 20.091
H -18.378 -15.218 15.026
H -19.002 -13.204 17.901
H -16.965 -18.781 18.746
H -16.087 -18.612 22.945
H -13.714 -16.943 15.709
H -20.524 -12.009 16.121
H -18.151 -15.690 20.840
H -17.678 -16.522 18.567
H -22.237 -16.390 15.270
H -14.924 -18.747 15.371
H -16.851 -20.545 19.070
H -17.438 -18.108 21.964
H -15.658 -16.619 21.567
H -19.452 -12.926 14.313
H -22.632 -18.227 17.223
H -15.307 -12.854 20.801
H -18.208 -13.825 21.075
H -14.792 -15.336 19.752
H -16.443 -19.497 21.445
H -19.478 -15.006 23.218
H -18.643 -14.502 18.954
H -14.422 -15.561 16.561
H -16.370 -18.928 16.378
H -16.495 -14.881 19.829
H -15.657 -14.681 18.444
*
```

## Properties
electronic energy	-1527.27974	Ha
energy relative to the best compared isomer or geometry (same formula, charge and spin)	6.147	eV
LUMO level	-0.2	eV
strongest force on any atom	0.1908	hartree/bohr
highest occupied orbital energy	-8.06	eV

---

Molecular formula: C3H3Br2NO
Method: DFT, ωB97M-V/def2-TZVPD

ORCA input file:
```
! wB97M-V def2-TZVPD RIJCOSX def2/J DEFGRID3
* xyz 0 1
Br -2.161 0.525 1.224
Br -1.156 0.799 -3.021
O 1.163 -1.049 -0.346
N 0.641 -0.703 -1.482
C -0.240 0.145 -1.610
C 0.546 -0.469 0.947
C -0.347 0.646 0.732
H 0.025 1.654 0.686
H 1.465 -0.209 1.476
H 0.065 -1.338 1.395
*
```

## Properties
electronic energy	-5393.96207	Ha
energy relative to the best compared isomer or geometry (same formula, charge and spin)	3.982	eV
LUMO level (spin up / spin down)	-0.4 / -0.4	eV
strongest force on any atom	0.0665	hartree/bohr
highest occupied orbital energy (spin up / spin down)	-8.73 / -8.73	eV

---

Molecular formula: H3O4PSi
Method: DFT, ωB97M-V/def2-TZVPD

ORCA input file:
```
! wB97M-V def2-TZVPD RIJCOSX def2/J DEFGRID3
* xyz -2 1
P -0.609 0.458 0.863
Si 0.075 -0.641 -1.055
O -1.802 1.384 0.634
O 0.920 1.274 1.099
O 0.848 0.050 -2.235
O -0.711 -0.308 2.130
H 0.995 -1.810 -0.272
H 1.327 1.117 0.344
H -1.042 -1.524 -1.507
*
```

## Properties
electronic energy	-933.68348	Ha
energy relative to the best compared isomer or geometry (same formula, charge and spin)	0.531	eV
LUMO level	7.1	eV
strongest force on any atom	0.1291	hartree/bohr
highest occupied orbital energy	-0.08	eV

---

Molecular formula: C41H32BrN4O9PPt
Method: DFT, ωB97M-V/def2-TZVPD

ORCA input file:
```
! wB97M-V def2-TZVPD RIJCOSX def2/J DEFGRID3
* xyz 0 3
Pt 0.389 -0.064 0.200
Br -1.662 1.781 0.264
P -2.053 -1.690 -1.362
O -0.141 -4.548 6.940
O 0.674 -2.236 0.255
O -0.429 0.895 4.052
O -1.703 -1.007 -0.056
O 0.450 -5.884 5.355
O 2.365 -0.146 0.623
O 5.262 2.464 -0.741
O -0.899 0.113 6.004
O 0.993 -4.342 0.886
N 1.285 2.165 0.040
N 0.154 -4.786 5.783
N 2.596 2.101 0.122
N -0.536 -0.016 4.850
C 0.141 -3.655 4.828
C 4.778 0.022 1.897
C -0.187 -1.379 4.390
C -5.666 -1.616 -3.251
C -0.914 8.254 0.082
C 0.540 7.373 -1.613
C -0.914 5.882 -0.386
C -0.187 -2.404 5.311
C 1.170 -1.112 -3.725
C 0.696 3.302 -0.021
C 6.002 0.062 2.553
C -0.746 3.423 0.001
C -1.465 -0.223 -3.662
C 0.309 -1.593 -2.753
C 0.118 -1.569 3.055
C -4.530 -0.542 -0.952
C -1.461 4.543 -0.101
C -5.859 -0.279 -1.259
C 3.209 0.760 0.057
C -1.601 -5.648 -2.214
C 0.447 -3.894 3.501
C 6.773 1.721 0.993
C -4.342 -1.883 -2.945
C -1.017 -1.148 -2.724
C -2.007 -4.048 0.023
C 0.718 -0.193 -4.665
C 0.065 8.453 -0.883
C 5.546 1.669 0.350
C 0.431 -2.838 2.596
C -1.688 -4.272 -2.358
C -1.405 6.981 0.322
C 6.998 0.911 2.098
C 0.736 -3.170 1.135
C -6.424 -0.811 -2.407
C -0.596 0.252 -4.634
C -1.912 -5.423 0.163
C 4.537 0.822 0.792
C -1.895 -3.470 -1.238
C 0.052 6.097 -1.370
C -1.712 -6.221 -0.953
C -3.766 -1.338 -1.798
H 6.054 2.947 -0.995
H 2.197 -1.453 -3.746
H 1.273 4.223 -0.009
H 0.399 5.264 -1.971
H 3.407 0.529 -1.001
H 1.285 7.524 -2.384
H -0.431 -2.242 6.347
H -6.452 0.338 -0.596
H 0.665 -2.291 -1.999
H -0.947 0.969 -5.366
H -1.968 -5.869 1.148
H 1.394 0.178 -5.425
H 7.545 2.393 0.631
H -1.428 -6.272 -3.081
H -2.138 -3.413 0.893
H -3.758 -2.520 -3.601
H 3.145 2.911 -0.123
H 0.446 9.447 -1.074
H -4.085 -0.146 -0.047
H -1.625 -7.294 -0.840
H -2.533 4.483 0.062
H -6.111 -2.039 -4.144
H 7.957 0.948 2.600
H -2.488 0.133 -3.631
H 6.177 -0.572 3.413
H -7.461 -0.607 -2.645
H -1.298 9.094 0.648
H -1.569 -3.825 -3.339
H -2.170 6.829 1.075
H 0.696 -4.885 3.151
H 3.988 -0.642 2.224
H 0.120 -0.733 2.377
*
```

## Properties
electronic energy	-5512.21055	Ha
energy relative to the best compared isomer or geometry (same formula, charge and spin)	1.482	eV
LUMO level (spin up / spin down)	-0.4 / -1.3	eV
strongest force on any atom	0.0056	hartree/bohr
highest occupied orbital energy (spin up / spin down)	-7.96 / -8.24	eV

---

Molecular formula: C47H51Cl3F4N7OSSbV
Method: DFT, ωB97M-V/def2-TZVPD

ORCA input file:
```
! wB97M-V def2-TZVPD RIJCOSX def2/J DEFGRID3
* xyz 0 4
Sb -0.480 2.597 1.839
V -0.864 -0.715 -2.343
Cl -3.940 1.339 -0.100
Cl -1.411 1.170 -4.800
Cl -6.149 3.742 -4.406
S 1.409 0.841 -1.940
F 3.269 -3.904 0.143
F -0.664 -4.568 -2.365
F -1.400 -6.452 -0.731
F 2.572 -5.823 1.752
O -1.681 0.924 -1.900
N 3.408 0.281 -3.568
N -2.283 -8.172 1.617
N 3.956 0.978 -1.387
N 1.525 -8.119 3.497
N 0.204 -1.822 -3.723
N 4.103 -2.091 -2.283
N -0.661 -0.865 -0.226
C -0.973 5.598 2.880
C 1.674 2.837 2.244
C -0.601 -3.579 2.297
C -1.214 -7.746 1.547
C 4.670 -0.255 -4.079
C -1.782 -4.247 2.013
C -4.429 -2.852 -1.044
C -4.673 -2.239 -3.355
C -3.767 2.476 -4.456
C -1.239 4.653 1.710
C 2.267 1.427 2.362
C 0.858 -2.428 -2.959
C 0.107 -7.216 1.547
C 1.766 -5.555 0.732
C 1.338 -4.140 -1.200
C 0.544 -6.249 0.608
C 5.407 1.140 -1.423
C -0.251 -2.484 1.527
C -3.855 1.851 -1.753
C 5.409 0.718 -4.983
C 2.063 3.646 3.477
C -2.732 1.791 -3.850
C -3.385 -1.723 -3.330
C -2.678 1.252 3.363
C -1.533 2.898 4.847
C -3.102 -2.411 -1.034
C -4.908 2.539 -2.328
C -5.205 -2.769 -2.189
C -2.247 -2.727 0.155
C 0.918 -7.691 2.614
C 2.134 -4.550 -0.119
C -2.589 -1.780 -2.181
C -0.438 0.749 4.275
C 1.720 -3.056 -2.077
C 0.140 -4.854 -1.348
C 3.071 0.671 -2.335
C 3.050 -2.545 -2.153
C -1.324 1.873 3.734
C -2.753 4.531 1.508
C -2.715 1.505 -2.485
C -2.569 -3.833 0.951
C -0.658 5.280 0.438
C -0.244 -5.848 -0.493
C 2.302 3.473 1.000
C 6.144 -0.012 -0.758
C -4.841 2.862 -3.673
C -1.068 -2.050 0.490
H 0.452 1.140 4.775
H -1.840 2.377 5.764
H -3.442 -4.421 0.702
H -2.554 0.381 2.712
H -1.461 5.282 3.800
H 0.089 5.721 3.089
H -6.225 -3.133 -2.169
H 0.667 -1.942 1.734
H 5.932 -0.041 0.313
H 6.331 0.265 -5.350
H -4.875 -3.268 -0.150
H -1.221 6.192 0.201
H 1.799 4.698 3.377
H 5.725 1.278 -2.452
H -2.329 3.605 4.604
H 0.385 5.575 0.561
H 2.024 4.518 0.872
H -1.278 -0.080 -0.002
H -5.263 -2.204 -4.262
H 3.153 3.600 3.616
H 4.797 0.984 -5.846
H -3.182 5.537 1.429
H 2.018 0.930 3.298
H 1.950 0.778 1.535
H -5.774 2.803 -1.737
H -1.001 0.172 5.019
H -3.001 3.989 0.593
H -3.254 4.030 2.340
H 2.595 0.141 -4.144
H 2.039 2.937 0.082
H 3.510 1.153 -0.500
H 7.221 0.112 -0.883
H -0.120 0.048 3.499
H 3.363 1.499 2.320
H 3.397 3.447 1.108
H 5.625 2.081 -0.913
H -3.745 2.694 -5.515
H 0.042 -3.907 3.105
H -3.349 1.951 2.859
H -1.370 6.589 2.625
H 5.663 1.644 -4.465
H -2.082 -5.111 2.595
H -0.631 3.468 5.076
H 0.268 -0.569 0.062
H 5.839 -0.969 -1.184
H -2.986 -1.282 -4.240
H -0.727 4.616 -0.429
H 1.603 3.267 4.392
H -3.181 0.909 4.276
H 4.414 -1.157 -4.635
H 5.272 -0.600 -3.243
*
```

## Properties
electronic energy	-5642.54340	Ha
energy relative to the best compared isomer or geometry (same formula, charge and spin)	0.000	eV
LUMO level (spin up / spin down)	-0.7 / -2.6	eV
strongest force on any atom	0.0228	hartree/bohr
highest occupied orbital energy (spin up / spin down)	-7.87 / -8.10	eV